No. 1
{"formula": "C30H78O30S4", "method": "wB97M-V/def2-TZVPD", "species": ["S", "S", "S", "S", "O", "O", "O", "O", "O", "O", "O", "O", "O", "O", "O", "O", "O", "O", "O", "O", "O", "O", "O", "O", "O", "O", "O", "O", "O", "O", "O", "O", "O", "O", "C", "C", "C", "C", "C", "C", "C", "C", "C", "C", "C", "C", "C", "C", "C", "C", "C", "C", "C", "C", "C", "C", "C", "C", "C", "C", "C", "C", "C", "C", "H", "H", "H", "H", "H", "H", "H", "H", "H", "H", "H", "H", "H", "H", "H", "H", "H", "H", "H", "H", "H", "H", "H", "H", "H", "H", "H", "H", "H", "H", "H", "H", "H", "H", "H", "H", "H", "H", "H", "H", "H", "H", "H", "H", "H", "H", "H", "H", "H", "H", "H", "H", "H", "H", "H", "H", "H", "H", "H", "H", "H", "H", "H", "H", "H", "H", "H", "H", "H", "H", "H", "H", "H", "H", "H", "H", "H", "H"], "positions_angstrom": [[4.39119, -1.75535, -1.00307], [1.56438, -1.57810, -6.02666], [1.08361, -5.28143, -2.07341], [-1.30606, 2.93046, 4.91780], [3.20064, -0.93033, -0.98354], [-4.47237, 3.92465, -0.64207], [-3.97996, -4.34234, 2.84305], [0.19560, -6.44315, -2.33752], [-2.90956, -0.32177, -3.11046], [-0.34190, 3.93442, 1.01237], [-4.15121, 0.23348, -0.15252], [2.34976, -2.65503, -5.45392], [0.84674, -4.55193, -0.59971], [4.62353, -2.85189, -0.08594], [-1.42833, -2.62665, 4.87925], [1.50040, 1.23039, -2.56541], [0.53484, -3.93942, -2.95683], [0.68496, -1.86307, 2.84611], [-1.95473, 1.39850, 1.26294], [-1.04562, 3.14292, 3.49667], [2.46341, 0.29942, 2.93197], [-0.16440, 5.33514, -1.55006], [-5.67662, -0.05958, -2.40173], [-4.37431, -2.69351, -1.00892], [3.42380, -2.26121, 2.47113], [2.00076, -1.03398, -7.35953], [-1.60222, 3.03944, -1.67402], [1.29708, -0.34356, -4.91347], [4.14609, 2.61941, -2.89280], [-0.04188, -2.05187, -6.12103], [2.46799, -5.54259, -2.35938], [-0.44540, 0.21897, -0.80572], [5.11192, 0.40380, 2.02511], [-1.67071, 4.09711, 5.75744], [0.13972, -2.80463, -2.15172], [-2.74154, -3.92769, 3.34905], [-0.01041, 1.93158, 5.65890], [-5.17061, -0.10105, -3.75706], [-4.70148, -0.80290, 0.65425], [1.87057, 2.60459, -2.49596], [2.43117, -3.24251, 2.20916], [3.22929, 2.87768, -1.89039], [-0.02681, -3.43314, -0.78204], [6.31954, -0.52830, -2.63701], [-0.15066, -0.12794, -4.85153], [-0.75824, 0.79639, 6.55039], [-3.99068, -2.13268, 0.20502], [-2.74778, -2.92745, 4.52522], [4.53146, -2.39506, -2.74979], [0.66816, 4.83555, 0.67712], [-3.96043, -1.03117, -3.80666], [-1.06699, 0.30270, 1.56905], [1.19465, -3.14871, 3.09838], [-2.82888, 3.10475, -2.37212], [0.07542, 0.30256, 0.54511], [4.32118, 1.56755, 2.15707], [0.19787, 5.89164, -0.35475], [-2.31434, 1.13539, 6.54992], [3.32397, 1.35633, 3.25993], [-0.82498, -0.89839, -6.02036], [5.79239, -0.57920, -1.21311], [5.21134, -1.19944, -3.45093], [-3.76622, 4.24393, -1.80974], [-2.63904, 1.69737, 5.26874], [-1.37686, 2.15369, 1.39469], [-0.42841, 0.82699, 7.58884], [-0.62006, 0.25609, 2.56213], [7.24187, -1.10894, -2.62100], [1.03803, 5.36364, 1.55600], [-2.93208, -1.90238, 0.08480], [0.83431, -0.47672, 0.61511], [3.97327, -2.30848, 1.68535], [-3.49236, 0.74061, 0.32743], [-5.27140, 3.51800, -0.98529], [4.38890, -0.52837, -3.69865], [3.75603, 1.88568, 1.28099], [3.85069, 1.15763, 4.19330], [-2.23236, -3.46621, 2.50297], [-4.46333, 4.44060, -2.62428], [-0.68308, 6.40093, 0.03595], [-3.96113, -5.23941, 2.50175], [-2.68211, 1.79097, 7.33927], [-3.20330, 2.08159, -2.33957], [5.12380, -3.30991, -2.73285], [5.00383, 2.89324, -2.55979], [-2.18356, -4.80767, 3.66903], [-0.34783, 0.94120, -4.77311], [0.58198, 1.26138, 0.65543], [-0.56800, -0.23994, 6.27120], [-5.77377, -0.93799, 0.51270], [2.06394, -3.11538, 1.19079], [0.63979, 2.64870, 6.15998], [-3.00585, -0.44638, -2.16346], [-5.24565, -3.05728, -0.83563], [6.66672, 0.43072, -3.02153], [3.58962, -2.75532, -3.16361], [5.56580, 0.34855, 2.86924], [2.95541, -0.26520, 2.33137], [-2.66305, 3.41727, -3.40310], [-4.26744, -1.99712, -3.40568], [2.05017, 0.78999, -3.21761], [-2.62726, 1.01527, 4.41861], [0.41303, -3.82258, 2.74755], [2.81931, -4.26098, 2.19701], [0.89950, -2.02627, -2.08106], [3.38375, 2.30362, -0.97677], [-0.98414, -2.22461, 4.12916], [-0.77654, -2.51701, -2.66731], [0.30737, 1.36363, 4.78452], [-3.26811, -3.24768, 5.42788], [-0.77854, -0.41065, -6.99404], [-0.49801, 3.95208, 1.95943], [-3.12000, 5.10724, -1.65104], [0.23217, -2.62836, -0.09404], [0.06074, 0.75324, -1.42215], [-4.47357, -0.66917, 1.71173], [5.43601, -1.70272, -4.39132], [-1.76648, -0.52966, 1.64634], [-3.67890, -1.07575, -4.85873], [5.14855, 2.25472, 2.33415], [-4.72681, 0.86266, -4.00688], [6.45164, -0.66972, -0.34980], [2.85148, 2.31788, 3.46061], [-1.80565, -1.31639, -5.79307], [1.55672, 4.31843, 0.31496], [-0.46085, -0.39506, -3.84132], [1.36575, -1.19844, 2.97419], [-4.96940, 0.02305, -1.75783], [-3.23470, -1.96987, 4.34067], [1.17732, 3.13245, -1.84107], [-2.92275, 0.23947, 6.67349], [-3.51887, 2.33793, 5.20806], [-5.88599, -0.51753, -4.46618], [1.81678, 3.15457, -3.43549], [3.35804, 3.90388, -1.54625], [-0.53985, 4.49768, -1.26848], [1.27447, -3.36538, 4.16363], [1.01766, 6.59797, -0.48577], [-4.13754, -2.84832, 1.01397], [-1.53731, 2.15675, -1.30222], [-1.01734, -3.69106, -0.40731], [5.30676, 0.36086, -0.95128]], "forces_ev_per_angstrom": [[0.547, -0.587, -3.625], [0.585, 0.108, -2.382], [-1.745, -0.916, -1.820], [-1.876, 0.945, 1.386], [-0.206, -0.240, 0.952], [-0.155, -0.017, 0.061], [-1.438, 0.323, 0.369], [1.516, 3.342, 1.212], [0.228, -1.062, -0.550], [-0.312, -0.525, -0.301], [-0.973, -0.034, -0.198], [-1.347, 1.857, -0.446], [0.495, -0.619, -1.940], [-0.108, 0.735, 0.671], [0.613, -0.334, 0.546], [0.082, 0.825, 0.022], [1.357, -1.954, 0.561], [-1.486, 0.518, 0.457], [0.938, -0.726, 0.859], [-0.010, -0.216, 0.987], [-0.633, 0.946, 0.075], [0.377, -0.580, -1.072], [-1.060, -0.154, -1.676], [-0.620, -0.029, -0.461], [-0.642, -0.278, 0.476], [-1.538, -1.151, 4.168], [0.446, 0.041, 0.064], [-0.274, -1.809, -2.092], [1.529, -0.541, -0.584], [3.396, -0.772, 0.108], [-0.909, 1.014, 0.882], [-0.983, -0.288, 0.768], [-0.336, -1.370, -1.138], [1.110, -1.649, -1.258], [-0.158, -1.897, -0.359], [0.422, -0.178, 0.044], [-1.577, -1.649, 0.220], [1.122, -0.840, 1.565], [1.570, -1.512, -1.078], [-0.236, 1.009, 1.179], [-0.543, -1.261, -0.237], [-0.767, 0.092, 0.391], [-0.946, 1.505, 1.838], [0.326, -1.810, 0.313], [-0.607, 0.896, 0.858], [-0.620, 1.892, 0.922], [0.120, 0.885, 1.554], [-0.745, 0.395, -0.104], [0.647, 0.326, 1.783], [0.535, 1.336, -0.125], [-0.567, 1.548, 0.108], [-0.521, -0.423, -0.670], [0.499, 0.351, -0.753], [-0.588, 0.936, 0.586], [-0.400, -0.065, -1.242], [0.943, 0.576, 0.518], [0.462, 0.118, 1.747], [0.642, -1.494, 1.452], [0.720, 0.845, 0.636], [0.182, 0.432, 0.750], [-0.717, 1.467, 1.816], [-1.396, -1.299, -1.275], [1.089, -1.433, -0.963], [0.041, 2.179, -3.209], [-0.383, 0.919, -0.272], [0.185, 0.299, -0.036], [0.095, 0.924, 0.289], [-0.055, -0.444, -0.397], [-0.165, 0.224, 0.247], [0.145, 0.045, 0.275], [-0.180, -0.120, 0.646], [0.582, 0.059, -0.266], [0.410, 0.375, 0.343], [-0.206, -0.258, 0.526], [0.221, 0.493, 0.109], [0.404, -0.636, -0.513], [0.216, -0.373, 0.245], [0.626, 0.273, 0.084], [-0.094, 0.372, -0.117], [0.078, 0.378, 0.572], [0.291, 0.034, 0.154], [0.704, 0.189, 0.178], [-0.861, 0.286, -0.273], [0.502, 0.201, 0.268], [0.276, -0.094, -0.286], [0.335, 0.114, 0.131], [0.260, 0.160, -0.915], [0.113, 0.167, 0.160], [-0.001, 0.300, -0.777], [-0.098, 0.498, -0.104], [-0.104, 0.206, -0.120], [0.368, -0.596, -0.094], [-0.027, -0.138, 0.373], [-0.231, -0.151, -0.496], [-0.708, 0.243, 0.275], [-0.300, 0.710, 0.116], [0.182, -0.380, 0.018], [0.339, -0.716, -0.114], [0.286, -0.223, -0.260], [0.635, -0.087, 0.159], [0.129, -0.164, -0.078], [-0.026, -0.207, 0.025], [0.239, -0.324, -0.266], [0.418, -0.109, 0.384], [0.083, -0.058, -0.501], [0.004, -0.689, 0.003], [0.350, 0.241, -0.347], [-0.037, 0.586, 0.640], [1.083, 0.504, 0.053], [0.157, -0.718, -0.093], [-0.298, 0.517, 0.203], [-0.112, 0.109, 0.278], [-0.100, 0.080, 0.119], [0.628, -0.297, 0.428], [0.722, -0.005, -0.084], [-0.094, 0.207, 0.072], [0.877, 0.750, -0.341], [0.411, -0.653, -0.825], [0.294, -0.341, 0.052], [-0.979, 1.382, 0.449], [-0.661, 0.324, -0.480], [0.504, -0.590, -0.420], [-0.839, -0.141, -0.244], [-0.084, 0.726, 0.106], [0.032, -0.316, -0.458], [-0.175, -0.949, -0.260], [0.253, 0.232, 0.318], [0.433, 0.300, 0.076], [-0.469, 0.009, -0.846], [-0.477, -0.413, -0.056], [0.286, -0.335, 0.113], [-0.202, -0.272, 0.080], [-0.556, 0.582, 0.291], [-0.034, -0.389, -0.356], [-0.581, 0.467, -0.207], [-0.808, -0.725, -0.782], [0.602, 0.176, 0.140], [0.004, 0.201, -0.099], [0.194, -0.216, 0.142], [0.157, -0.147, 0.382], [-0.312, -0.421, -0.886], [-0.357, 0.106, -0.200]], "mulliken_charge": [1.333, 1.148, 1.075, 0.774, -0.322, -0.497, -0.592, -0.616, 0.108, -0.023, -0.415, -0.531, -0.237, -1.074, -0.544, 0.227, -0.443, 0.414, -0.301, -0.684, -0.298, -0.465, -0.578, -0.430, -0.674, -0.629, 0.087, -0.276, -0.603, -0.381, -0.527, 0.965, -0.384, -0.708, 1.228, 0.060, 0.189, -0.541, -0.823, 0.059, -0.032, -0.326, 0.638, -0.816, 0.402, -0.651, 0.147, -0.333, -0.675, -0.269, -0.175, 0.643, -0.602, 0.412, 0.757, -0.337, -0.454, -0.636, -0.467, -0.101, -0.618, -0.297, -0.951, -0.353, -0.090, 0.380, -0.464, 0.307, 0.526, -0.557, -0.548, 0.351, 0.110, 0.314, -0.033, -0.373, 0.369, -0.123, 0.515, 0.283, 0.337, 0.312, -0.097, 0.447, 0.336, 0.399, 0.511, 0.140, 0.178, 0.412, -0.207, 0.574, -0.217, 0.374, 0.358, 0.125, 0.271, -0.035, 0.325, 0.134, -0.125, -0.152, 0.214, 0.560, -0.445, -0.297, 0.193, -0.167, -0.548, 0.412, 0.335, 0.222, 0.234, -0.666, -0.539, 0.474, 0.497, -0.319, 0.301, 0.547, 0.149, 0.567, 0.407, -0.007, -0.095, -0.555, 0.207, 0.438, 0.080, -0.259, 0.380, 0.616, 0.474, 0.444, 0.683, 0.013, 0.353, 0.423, 0.699, -0.418, 0.078, -0.034], "e_homo_ev": -9.3, "multiplicity": 1, "gap_ev": 9.434}

---

No. 2
{"formula": "C2H4NOS", "method": "wB97M-V/def2-TZVPD", "species": ["S", "O", "N", "C", "C", "H", "H", "H", "H"], "positions_angstrom": [[-1.21869, -1.43034, 0.03116], [-1.87235, 1.43857, 0.21983], [-1.11223, 0.59420, -0.40823], [0.51729, -0.86054, -0.08213], [0.30235, 0.59697, -0.01278], [1.04962, -1.22562, -0.92635], [0.28057, 0.86836, 0.96121], [1.19794, -1.31657, 0.76624], [0.85551, 1.33498, -0.54895]], "forces_ev_per_angstrom": [[0.132, -1.699, -0.018], [0.629, -0.550, -1.221], [-1.096, 2.381, 1.264], [1.927, -2.307, 1.873], [-1.236, -0.002, -1.980], [0.067, -0.168, -1.310], [0.097, 1.103, 3.251], [-1.449, 1.066, -1.058], [0.929, 0.174, -0.799]], "nbo_charge": [-0.231, -0.507, -0.090, -0.558, -0.329, 0.178, 0.185, 0.178, 0.174], "total_charge": -1, "e_homo_ev": [-0.8, -3.2], "multiplicity": 3, "gap_ev": [5.131, 7.340]}

---

No. 3
{"formula": "C14H19NO4", "method": "wB97M-V/def2-TZVPD", "species": ["O", "O", "O", "O", "N", "C", "C", "C", "C", "C", "C", "C", "C", "C", "C", "C", "C", "C", "C", "H", "H", "H", "H", "H", "H", "H", "H", "H", "H", "H", "H", "H", "H", "H", "H", "H", "H", "H"], "positions_angstrom": [[-2.95894, -0.90763, 0.19682], [2.52215, 4.06038, 0.23131], [0.82627, -4.93039, -1.85185], [0.83249, 3.94601, 1.72499], [-1.37780, -1.16783, -1.39490], [-1.96107, -2.35392, -1.97797], [-1.91356, -0.55512, -0.31242], [1.95671, 4.47446, 1.20464], [0.22760, 2.82337, 1.18123], [-1.83276, 1.68565, 0.73834], [2.37053, 5.67817, 2.00750], [0.96070, -5.45098, -0.54408], [0.25851, 0.65097, 0.17918], [1.82780, -4.60762, 0.38898], [-1.16232, 2.78974, 1.22130], [-1.13118, 0.61453, 0.19164], [-1.25319, -3.63267, -1.52294], [0.21237, -3.66743, -1.97212], [0.94206, 1.74561, 0.67751], [0.27172, -3.44689, -3.04261], [-1.77000, -4.49423, -1.94870], [-1.92802, -2.26920, -3.06770], [1.71846, 6.51112, 1.75161], [1.43082, -6.42507, -0.70180], [-3.00265, -2.38189, -1.64818], [-1.31714, -3.69432, -0.43529], [2.76510, -4.35377, -0.10069], [-0.02561, -5.61446, -0.08892], [1.32099, -3.69096, 0.68236], [2.04481, -5.17801, 1.28773], [0.82815, -0.18955, -0.19064], [0.79066, -2.90644, -1.42933], [-1.69543, 3.63018, 1.63710], [3.39587, 5.94147, 1.76713], [-0.51899, -0.82106, -1.78809], [2.01971, 1.76169, 0.66995], [2.26374, 5.47413, 3.06903], [-2.91017, 1.63512, 0.77162]], "forces_ev_per_angstrom": [[-0.248, -0.026, 0.139], [-0.091, 0.005, 0.089], [0.059, -0.029, -0.093], [-0.477, -0.218, 0.322], [0.265, -0.063, -0.264], [-0.115, -0.353, 0.206], [0.209, 0.124, -0.121], [0.538, 0.354, -0.257], [-0.170, -0.325, -0.272], [0.056, -0.185, -0.089], [0.053, -0.145, -0.074], [0.116, -0.076, 0.192], [-0.226, 0.040, 0.023], [-0.260, -0.110, -0.352], [0.324, 0.160, 0.040], [0.008, 0.163, 0.215], [0.263, 0.114, -0.162], [-0.247, 0.016, 0.007], [0.179, 0.199, 0.112], [-0.017, 0.109, 0.081], [-0.011, -0.064, 0.013], [-0.049, 0.008, 0.047], [-0.061, 0.049, 0.009], [-0.110, 0.054, 0.111], [0.113, 0.022, -0.174], [-0.074, -0.043, 0.037], [0.108, 0.032, -0.012], [0.074, -0.043, -0.049], [0.002, 0.112, 0.073], [0.024, -0.030, 0.128], [0.048, -0.084, -0.037], [-0.022, -0.004, -0.077], [-0.056, 0.097, 0.036], [-0.007, -0.020, -0.026], [-0.109, 0.127, 0.091], [0.017, 0.008, -0.005], [-0.014, 0.035, 0.066], [-0.090, -0.007, 0.025]], "nbo_charge": [-0.620, -0.576, -0.532, -0.501, -0.613, -0.224, 0.658, 0.802, 0.270, -0.149, -0.714, -0.062, -0.210, -0.646, -0.242, -0.144, -0.441, -0.063, -0.191, 0.184, 0.216, 0.193, 0.243, 0.188, 0.240, 0.208, 0.213, 0.161, 0.202, 0.218, 0.211, 0.155, 0.228, 0.238, 0.397, 0.232, 0.237, 0.237], "smiles": "CCOCCCNC(=O)c1ccc(OC(C)=O)cc1", "e_homo_ev": -9.3, "multiplicity": 1, "gap_ev": 9.980}

---

The records above give, respectively, electronic energy values of -5039.4934; -606.6590; -900.6096 hartree.
The records above give, respectively, energy above the lowest of the compared OMol25 structures with the same formula, charge and spin values of 0.000; 0.000; 1.054 eV.